Density functional theory data (ωB97M-V/def2-TZVPD) for a 5-piece molecular cluster, C29H72BF3N4OP overall.

Structure (XYZ):
```
111
Properties=species:S:1:pos:R:3:forces:R:3:mulliken_charge:R:1
C -0.00903 -0.76642 4.15638 0.5 -0.4 0.4 -1.150
C 1.12903 -1.43592 3.38185 -1.2 0.3 -0.2 -0.437
C 0.76427 -1.61486 1.89654 0.7 0.1 -0.1 0.639
C 0.31350 -3.05378 1.60214 -0.3 0.8 0.1 -1.485
B 1.88948 -1.12036 0.82600 0.2 -0.4 0.3 0.609
P 1.91998 0.81881 0.64345 -1.2 -0.9 -0.3 0.232
O 0.51931 1.37117 0.51775 -0.1 0.4 0.1 -0.509
C 3.37623 -1.73760 1.05753 -0.8 1.2 -1.2 0.531
F 3.43245 -3.06990 1.07765 0.0 -1.3 0.4 -0.362
F 4.21128 -1.40327 0.01363 0.4 0.2 -0.3 -0.348
F 4.04866 -1.30771 2.14362 0.4 0.1 0.9 -0.330
H -0.96507 -1.20256 3.89933 -0.4 0.0 -0.2 0.065
H -0.01261 0.29802 4.00047 -0.3 0.5 -0.3 0.284
H 0.13853 -0.92934 5.21958 -0.1 0.1 0.4 0.477
H 2.00604 -0.82144 3.52793 0.5 -0.1 0.0 0.233
H 1.25339 -2.41431 3.82385 0.6 -0.3 0.2 0.345
H -0.11009 -1.00093 1.71856 -0.2 0.4 -0.2 -0.330
H -0.73811 -3.14159 1.86420 -0.2 -0.5 0.2 0.237
H 0.90958 -3.77561 2.13361 0.2 -0.4 0.2 0.366
H 0.39709 -3.23295 0.54489 0.0 -0.3 -0.5 0.329
H 1.54622 -1.49726 -0.27592 0.1 0.2 -0.2 -0.292
H 2.61481 1.08368 -0.56625 0.5 0.3 0.4 -0.049
H 2.62431 1.47301 1.69238 0.4 0.1 -0.3 -0.052
C 8.35635 -6.84592 0.74541 0.0 0.0 0.0 -1.459
C 7.82224 -5.50444 1.22569 -0.1 -0.1 -0.1 -0.203
N 8.72321 -4.39868 0.96418 0.2 0.1 0.1 0.131
C 8.33864 -3.17312 1.64880 -0.1 0.2 0.2 -0.983
C 7.01571 -2.50884 1.25300 0.2 0.1 0.0 -0.720
C 9.14424 -4.24469 -0.41584 0.1 -0.1 -0.2 -0.704
C 8.05861 -4.04467 -1.48293 0.1 0.1 -0.1 -0.952
H 9.33431 -7.05673 1.18205 0.0 0.0 0.0 0.328
H 7.67227 -7.64128 1.04521 0.0 0.0 0.0 0.442
H 8.44570 -6.88856 -0.34089 0.0 0.0 0.0 0.290
H 7.67610 -5.56651 2.30711 0.0 0.1 0.0 0.442
H 6.82505 -5.34591 0.78735 0.0 0.0 0.0 0.147
H 9.15011 -2.44694 1.53856 0.0 -0.1 -0.1 0.358
H 8.30090 -3.39806 2.72018 0.0 -0.1 0.0 0.411
H 7.08719 -1.99036 0.29860 -0.1 0.0 0.0 0.190
H 6.74193 -1.76073 1.99786 0.0 0.0 0.0 0.487
H 6.19232 -3.21917 1.19666 0.0 0.0 0.0 0.167
H 9.73310 -5.12500 -0.68977 -0.1 0.0 0.0 0.375
H 9.85313 -3.41382 -0.46464 -0.1 0.1 0.1 0.323
H 7.21242 -4.71765 -1.34190 0.0 0.0 0.0 0.243
H 8.47563 -4.24787 -2.47263 0.0 0.0 0.0 0.370
H 7.68147 -3.02424 -1.49848 -0.1 0.0 0.1 0.292
C -2.56264 -1.38632 -0.25515 0.0 0.0 0.0 -0.671
C -4.07643 -1.32400 -0.14292 0.2 0.1 -0.1 -0.456
N -4.60065 -2.12725 0.94754 -0.1 -0.1 0.0 0.166
C -6.04187 -2.27237 0.91408 -0.1 -0.1 -0.1 -0.688
C -6.90510 -1.01730 1.10585 -0.1 0.0 0.1 -0.970
C -4.01500 -1.86420 2.25151 0.2 0.0 0.1 0.289
C -4.10997 -0.43866 2.81224 0.0 0.0 0.1 -1.072
H -2.21651 -2.41528 -0.36507 0.0 0.0 0.1 0.438
H -2.23258 -0.82572 -1.12906 0.0 0.0 0.0 -0.128
H -2.06687 -0.94453 0.60903 0.1 0.0 -0.1 -0.055
H -4.50905 -1.69661 -1.07660 -0.1 0.0 0.1 0.447
H -4.37686 -0.26625 -0.06410 0.0 0.0 0.0 0.219
H -6.33300 -3.01817 1.66052 0.1 0.0 0.1 0.368
H -6.30231 -2.71641 -0.05288 0.1 0.0 0.0 0.419
H -6.92853 -0.69396 2.14575 0.1 0.1 0.0 0.239
H -7.93654 -1.23333 0.81509 0.0 0.0 0.0 0.399
H -6.56110 -0.18457 0.49224 0.0 0.0 0.0 0.248
H -2.95846 -2.13942 2.20638 0.0 0.0 -0.1 -0.653
H -4.45189 -2.56420 2.96969 -0.1 0.0 -0.1 0.428
H -3.88696 0.31611 2.05725 0.0 0.0 0.0 0.160
H -3.38369 -0.31369 3.61792 0.0 0.0 0.0 0.484
H -5.09353 -0.22654 3.23181 0.0 0.0 -0.1 0.347
C -2.63327 8.02207 0.98867 0.0 0.0 0.0 -1.464
C -1.37640 7.18451 1.17446 -0.1 0.0 -0.2 -0.290
N -1.63038 5.89213 1.77363 0.0 -0.1 0.2 0.170
C -0.42012 5.19854 2.18824 0.3 0.0 0.1 -0.828
C 0.56888 4.77190 1.09967 0.0 -0.1 -0.1 -0.593
C -2.61770 5.06448 1.10300 -0.3 0.0 -0.1 -1.198
C -2.36434 4.68783 -0.36218 -0.1 -0.1 0.0 -0.209
H -3.15951 8.15170 1.93586 0.0 -0.1 0.0 0.330
H -2.36428 9.01064 0.61168 0.0 0.0 0.0 0.438
H -3.32095 7.57680 0.26874 0.0 0.0 0.0 0.292
H -0.70002 7.73226 1.83672 0.1 -0.1 0.0 0.467
H -0.86217 7.10461 0.20275 0.0 0.1 0.0 0.245
H -0.70715 4.31733 2.76724 -0.1 0.0 -0.1 0.366
H 0.10499 5.84943 2.89723 -0.1 0.1 0.0 0.385
H 0.21896 3.90099 0.54800 0.1 0.0 0.0 -0.072
H 1.51635 4.48574 1.56063 0.0 0.0 0.0 0.403
H 0.78098 5.57839 0.39408 0.0 0.0 0.0 0.301
H -3.58586 5.57096 1.16615 0.1 0.1 0.0 0.457
H -2.74813 4.15035 1.68645 0.1 0.0 0.0 0.307
H -2.01399 5.53470 -0.95574 0.0 0.0 0.0 0.264
H -3.29536 4.33617 -0.81389 0.0 0.0 0.0 0.278
H -1.64212 3.87879 -0.45286 0.1 0.1 0.0 -0.019
C -2.34841 1.75216 -2.43863 0.1 0.0 0.0 -1.541
C -2.54535 0.81753 -3.62069 0.1 0.1 0.1 -0.636
N -3.91186 0.79011 -4.11705 -0.1 -0.1 -0.1 0.226
C -4.15954 -0.28345 -5.06020 0.0 -0.2 0.0 -0.714
C -3.42084 -0.25634 -6.40541 -0.1 0.0 -0.1 -1.048
C -4.48139 2.07926 -4.45865 -0.1 0.2 0.1 -0.663
C -3.76707 2.92647 -5.52169 -0.1 0.1 -0.1 -1.049
H -3.02482 1.50290 -1.61925 0.0 0.0 0.0 0.140
H -1.32718 1.66295 -2.06396 0.0 0.0 0.1 0.473
H -2.50366 2.79720 -2.71156 0.0 0.0 0.0 0.650
H -2.28598 -0.19435 -3.29966 -0.1 -0.1 -0.1 0.635
H -1.82140 1.08807 -4.40607 0.0 0.0 0.0 0.185
H -5.23616 -0.33732 -5.24977 0.0 0.1 0.0 0.450
H -3.90945 -1.22250 -4.55616 0.1 0.1 0.1 0.326
H -3.84121 0.48240 -7.08713 0.0 0.1 0.0 0.228
H -3.51305 -1.22948 -6.89346 0.0 0.0 0.0 0.423
H -2.35689 -0.05176 -6.28624 0.0 0.0 0.0 0.272
H -4.54708 2.67078 -3.54215 0.1 0.0 0.0 0.330
H -5.52082 1.92448 -4.76215 0.0 -0.1 -0.1 0.407
H -2.68546 2.93241 -5.38333 0.0 0.0 0.0 0.265
H -4.10925 3.96200 -5.45626 0.0 0.0 0.0 0.374
H -3.98188 2.58309 -6.53293 0.1 0.0 0.0 0.303
```
Positions in Å, forces in eV/Å.

Results
- charge = -1
- orbital gap (Ha) = 0.2905
- total energy (Ha) = -2108.2517